Arrangement A

The following is a quantum chemistry calculation of C4H5BrO in the gas phase, from the Open Molecules 2025 dataset.

Last columns: bonded neighbours and bond lengths (Å).
CARTESIAN COORDINATES (ANGSTROEM)
1 C 1.07 2.35 0.22  C2 1.203, H7 1.075
2 C 0.79 1.26 -0.20  C1 1.203, C3 1.470
3 C 0.27 -0.04 -0.65  C2 1.470, C4 1.700, H8 1.120, H9 1.169
4 C -1.00 -0.69 0.27  C3 1.700, O5 1.351, Br6 2.011, H10 1.122
5 O -1.23 -1.97 -0.09  C4 1.351, H11 0.895
6 Br -2.47 0.66 0.01  C4 2.011
7 H 1.30 3.39 0.40  C1 1.075
8 H 0.27 0.05 -1.76  C3 1.120
9 H 0.98 -0.95 -0.45  C3 1.169
10 H -0.59 -0.51 1.30  C4 1.122
11 H -1.88 -2.26 0.45  O5 0.895

orbital gap: 0.3866 Eh
LUMO energy: 0.68 eV
SMILES string: C#CC[C@H](O)Br


Arrangement B

The following is a quantum chemistry calculation of C4H5BrO in the gas phase, from the Open Molecules 2025 dataset.

Last columns: bonded neighbours and bond lengths (Å).
CARTESIAN COORDINATES (ANGSTROEM)
1 C 0.06 0.82 0.56  C2 1.523, C4 1.485, H7 1.199, H8 1.003
2 C 0.86 -0.47 0.47  C1 1.523, C3 1.468, O5 1.371, H9 1.127
3 C 0.43 -1.13 -0.77  C2 1.468, O5 1.309, H10 1.123
4 C -1.04 0.64 -0.42  C1 1.485, Br6 1.847, H11 1.172
5 O 0.23 -1.68 0.40  C2 1.371, C3 1.309
6 Br -2.79 0.22 0.01  C4 1.847
7 H -0.35 0.94 1.68  C1 1.199
8 H 0.63 1.62 0.34  C1 1.003
9 H 1.95 -0.64 0.70  C2 1.127
10 H 0.88 -1.67 -1.64  C3 1.123
11 H -0.85 1.34 -1.34  C4 1.172

orbital gap (spin up / spin down): 0.3037 / 0.3085 Eh
LUMO energy (spin up / spin down): 0.36 / 0.51 eV


Of them, arrangement B has the lowest stability.


Arrangement A

The following is a quantum chemistry calculation of 2 unconnected molecules or ions with the total composition C3H9S2, from the Open Molecules 2025 dataset.

Last columns: bonded neighbours and bond lengths (Å).
CARTESIAN COORDINATES (ANGSTROEM)
1 C 2.21 0.30 -0.54  S2 1.954, H3 1.108, H4 1.161, H5 1.091
2 S 2.59 -0.38 1.25  C1 1.954
3 H 1.27 0.53 -1.08  C1 1.108
4 H 2.97 -0.05 -1.34  C1 1.161
5 H 2.51 1.32 -0.31  C1 1.091
6 C -0.63 0.77 0.83  S7 1.680, H9 1.044, H10 1.162, H11 1.144
7 S -2.21 0.21 0.81  C6 1.680, C8 1.891
8 C -1.97 -1.20 -0.43  S7 1.891, H12 1.216, H13 1.137, H14 1.158
9 H 0.10 0.04 0.99  C6 1.044
10 H -0.43 1.30 -0.19  C6 1.162
11 H -0.51 1.56 1.65  C6 1.144
12 H -1.22 -1.97 0.13  C8 1.216
13 H -1.65 -0.77 -1.43  C8 1.137
14 H -3.03 -1.67 -0.33  C8 1.158

orbital gap: 0.2058 Eh
LUMO energy: 3.18 eV
charge: -1


Arrangement B

The following is a quantum chemistry calculation of 2 unconnected molecules or ions with the total composition C3H9S2, from the Open Molecules 2025 dataset.

Last columns: bonded neighbours and bond lengths (Å).
CARTESIAN COORDINATES (ANGSTROEM)
1 C 0.80 -1.27 0.94  C2 1.527, H5 1.088, H6 1.089, H7 1.090
2 C 1.03 -0.11 -0.02  C1 1.527, C3 1.543, H8 1.095, H9 1.095
3 C 0.37 1.23 0.39  C2 1.543, S4 1.824, H10 1.089, H11 1.091
4 S -1.38 1.16 0.88  C3 1.824
5 H 1.34 -1.13 1.88  C1 1.088
6 H 1.15 -2.20 0.49  C1 1.089
7 H -0.26 -1.35 1.20  C1 1.090
8 H 2.10 0.07 -0.12  C2 1.095
9 H 0.67 -0.41 -1.01  C2 1.095
10 H 0.47 1.90 -0.46  C3 1.089
11 H 0.95 1.63 1.23  C3 1.091
12 S -2.04 -0.13 -2.20  H13 1.492, H14 1.339
13 H -1.86 0.45 -0.83  S12 1.492
14 H -3.34 0.16 -2.37  S12 1.339

orbital gap: 0.2480 Eh
LUMO energy: 3.75 eV
charge: -1


Of them, arrangement A has the lowest stability.


Arrangement A

The following is a quantum chemistry calculation of 10 unconnected molecules or ions with the total composition C5H27NO9, from the Open Molecules 2025 dataset.

Last columns: bonded neighbours and bond lengths (Å).
CARTESIAN COORDINATES (ANGSTROEM)
1 C -2.78 2.09 0.90  C2 1.323, H7 1.092, H8 1.086
2 C -2.34 1.11 1.68  C1 1.323, C3 1.487, H9 1.084
3 C -0.90 0.81 1.87  C2 1.487, C4 1.334, H10 1.078
4 C -0.01 1.62 2.45  C3 1.334, C5 1.529, N6 1.413
5 C 1.35 1.19 2.99  C4 1.529, H11 1.086, H12 1.091, H13 1.081
6 N -0.38 2.90 2.93  C4 1.413, H14 1.011, H15 1.008
7 H -3.83 2.26 0.67  C1 1.092
8 H -2.18 2.78 0.31  C1 1.086
9 H -2.94 0.32 2.13  C2 1.084
10 H -0.69 -0.22 1.63  C3 1.078
11 H 2.14 1.72 2.47  C5 1.086
12 H 1.44 0.13 2.73  C5 1.091
13 H 1.35 1.42 4.05  C5 1.081
14 H 0.28 3.64 2.76  N6 1.011
15 H -1.33 3.13 2.66  N6 1.008
16 O 0.91 2.45 -2.22  H17 0.963, H18 0.970
17 H 1.06 2.47 -3.17  O16 0.963
18 H 0.09 1.95 -2.14  O16 0.970
19 O 0.18 -1.76 0.13  H20 0.982, H21 0.976
20 H -0.31 -2.42 -0.40  O19 0.982
21 H 0.30 -2.17 1.01  O19 0.976
22 O -1.45 -3.65 -1.06  H23 0.983, H24 0.965
23 H -1.08 -3.66 -1.97  O22 0.983
24 H -0.83 -4.17 -0.53  O22 0.965
25 O 3.04 1.51 -0.94  H26 0.989, H27 0.974
26 H 2.24 1.60 -1.52  O25 0.989
27 H 2.67 1.91 -0.14  O25 0.974
28 O -1.60 0.60 -2.59  H29 0.949, H30 0.968
29 H -2.12 0.81 -3.36  O28 0.949
30 H -2.13 -0.07 -2.13  O28 0.968
31 O -0.47 -1.97 -3.66  H32 0.963, H33 0.997
32 H -1.28 -1.47 -3.51  O31 0.963
33 H 0.16 -1.27 -3.33  O31 0.997
34 O 2.77 -1.64 -0.45  H35 1.013, H36 0.979
35 H 1.77 -1.69 -0.30  O34 1.013
36 H 2.81 -0.67 -0.32  O34 0.979
37 O -0.36 -2.89 2.64  H38 0.973, H39 0.951
38 H -1.11 -2.48 2.17  O37 0.973
39 H -0.42 -2.58 3.54  O37 0.951
40 O 1.75 -0.88 -2.86  H41 0.976, H42 1.008
41 H 2.12 -1.71 -3.21  O40 0.976
42 H 2.07 -1.07 -1.92  O40 1.008

orbital gap: 0.3025 Eh
LUMO energy: 0.08 eV
SMILES string: C=C/C=C(/C)N.O.O.O.O.O.O.O.O.O


Arrangement B

The following is a quantum chemistry calculation of 9 unconnected molecules or ions with the total composition C5H27NO9, from the Open Molecules 2025 dataset.

Last columns: bonded neighbours and bond lengths (Å).
CARTESIAN COORDINATES (ANGSTROEM)
1 C -2.94 -1.34 2.13  C2 1.504, H8 1.102, H9 1.089, H10 1.104
2 C -1.65 -1.89 1.58  C1 1.504, N3 1.563, H11 1.079, H12 1.112
3 N -0.62 -0.74 1.39  C2 1.563, C4 1.444, C5 1.391
4 C 0.37 -0.63 2.45  N3 1.444, H13 1.133, H14 1.076, H15 1.089
5 C -0.41 -0.30 0.09  N3 1.391, C6 1.481, O7 1.229
6 C -1.64 0.05 -0.65  C5 1.481, H16 1.125, H17 1.097, H18 1.095
7 O 0.75 -0.20 -0.30  C5 1.229
8 H -3.85 -1.64 1.59  C1 1.102
9 H -3.04 -1.82 3.11  C1 1.089
10 H -2.98 -0.24 2.14  C1 1.104
11 H -1.69 -2.51 0.70  C2 1.079
12 H -1.09 -2.40 2.39  C2 1.112
13 H 0.61 -1.63 2.91  C4 1.133
14 H 0.03 -0.07 3.31  C4 1.076
15 H 1.22 -0.19 1.94  C4 1.089
16 H -1.39 0.78 -1.46  C6 1.125
17 H -2.10 -0.82 -1.13  C6 1.097
18 H -2.39 0.66 -0.13  C6 1.095
19 O 3.70 0.96 1.55  H20 0.999, H21 0.961
20 H 2.76 1.29 1.60  O19 0.999
21 H 4.17 1.13 2.37  O19 0.961
22 O -0.62 3.13 -2.69  H23 0.972, H24 0.971
23 H -0.24 3.31 -1.82  O22 0.972
24 H -0.11 2.33 -2.89  O22 0.971
25 O 0.40 -0.48 -3.76  H26 0.962, H27 0.961
26 H 0.79 -1.25 -3.33  O25 0.962
27 H -0.38 -0.72 -4.27  O25 0.961
28 O 2.05 -1.96 -1.84  H29 0.959, H30 0.958
29 H 2.25 -1.04 -2.04  O28 0.959
30 H 2.17 -2.21 -0.92  O28 0.958
31 O 1.39 1.79 2.52  H32 0.991, H33 0.974
32 H 0.98 1.92 1.62  O31 0.991
33 H 2.09 2.47 2.49  O31 0.974
34 O -2.10 -2.65 -2.13  H35 0.962, H36 0.959
35 H -1.35 -3.26 -2.13  O34 0.962
36 H -2.84 -2.93 -2.67  O34 0.959
37 O 0.55 2.85 0.21  H38 0.956, H39 0.990
38 H 0.38 3.75 0.48  O37 0.956
39 H 1.00 2.59 -0.63  O37 0.990
40 O 1.95 1.62 -1.52  H41 0.968, H42 0.988
41 H 2.42 1.49 -0.69  O40 0.968
42 H 1.40 0.80 -1.58  O40 0.988

orbital gap: 0.3350 Eh
LUMO energy: 0.21 eV
SMILES string: CCN(C)C(C)=O.O.O.O.O.O.O.O.O


Of them, arrangement B has the lowest stability.